Entry 1:
{
  "formula": "C5H12O2",
  "method": "ωB97M-V/def2-TZVPD",
  "homo_energy_ha": -0.3627,
  "lumo_energy_ha": 0.0353,
  "homo_lumo_gap_ev": 10.83,
  "largest_force_ha_per_bohr": 0.008,
  "de_lowest_kj_mol": 106.2,
  "species": ["C", "O", "C", "C", "C", "C", "O", "H", "H", "H", "H", "H", "H", "H", "H", "H", "H", "H", "H"],
  "coordinates": [[2.642201, 0.348318, -0.756017], [1.265481, 0.641824, -0.689771], [0.472507, -0.507283, -0.458007], [-0.995716, -0.118459, -0.318211], [-1.829726, -1.363996, -0.023605], [-1.194865, 0.925716, 0.786008], [-0.724013, 2.207196, 0.448252], [3.008388, -0.083942, 0.188082], [2.859382, -0.357512, -1.574945], [3.167187, 1.288185, -0.940113], [0.612057, -1.221121, -1.288727], [0.812778, -1.011899, 0.465497], [-1.331933, 0.328971, -1.262871], [-2.897726, -1.125291, -0.054745], [-1.598725, -1.756573, 0.974692], [-1.642831, -2.160059, -0.752795], [-2.265941, 1.032122, 0.991856], [-0.725315, 0.548103, 1.714785], [0.173628, 2.076758, 0.106651]],
  "forces_ev_per_a": [[0.20, -0.04, -0.04], [0.01, 0.05, 0.03], [-0.08, -0.25, 0.01], [0.06, 0.05, -0.05], [-0.03, -0.03, 0.02], [-0.22, -0.34, 0.12], [0.27, 0.07, -0.06], [-0.10, 0.04, -0.14], [-0.06, 0.16, 0.17], [-0.06, -0.15, 0.00], [-0.07, 0.11, 0.12], [-0.07, 0.10, -0.11], [0.08, -0.04, 0.10], [0.15, -0.05, 0.03], [-0.04, 0.02, -0.14], [-0.01, 0.11, 0.10], [0.12, -0.02, -0.02], [-0.04, 0.10, -0.15], [-0.12, 0.11, 0.01]],
  "mulliken_charge": [-0.756, -0.314, -0.796, 0.679, -1.582, -0.665, -0.575, 0.327, 0.278, 0.254, 0.380, 0.357, 0.220, 0.396, 0.349, 0.411, 0.353, 0.284, 0.401]
}



Entry 2:
{
  "formula": "C5H12O2",
  "method": "ωB97M-V/def2-TZVPD",
  "homo_energy_ha": -0.3471,
  "lumo_energy_ha": 0.0359,
  "homo_lumo_gap_ev": 10.42,
  "largest_force_ha_per_bohr": 0.043,
  "de_lowest_kj_mol": 147.3,
  "species": ["C", "C", "C", "O", "H", "H", "H", "H", "H", "H", "C", "C", "O", "H", "H", "H", "H", "H", "H"],
  "coordinates": [[-0.739957, -2.361859, 0.805560], [-1.275439, -1.067029, 1.407357], [-1.189437, 0.086620, 0.451361], [-1.232987, 1.265159, 0.778509], [-1.283673, -2.615123, -0.105026], [0.310692, -2.242787, 0.547896], [-0.845933, -3.186893, 1.508238], [-2.336649, -1.181472, 1.654983], [-0.748392, -0.808119, 2.327288], [-1.407734, -0.198093, -0.596606], [0.883610, 2.197535, -1.235538], [1.510297, 0.834446, -1.253819], [1.128413, 0.027151, -0.050258], [0.785945, 2.590134, -2.246517], [1.460523, 2.891088, -0.623229], [-0.133957, 2.118649, -0.746402], [1.151464, 0.218234, -2.078686], [2.605953, 0.879788, -1.273653], [1.357260, 0.552574, 0.728540]],
  "forces_ev_per_a": [[0.00, 0.09, 0.06], [0.60, -0.19, 0.06], [-1.73, 1.30, 0.34], [0.14, -1.26, 0.02], [-0.02, -0.06, -0.03], [0.01, -0.09, 0.00], [0.00, -0.04, -0.03], [0.02, 0.14, -0.02], [-0.09, 0.04, 0.04], [0.45, 0.05, -0.13], [-1.29, 0.08, 0.72], [-0.06, -1.22, 1.26], [0.89, 0.71, -1.05], [0.04, 0.11, 0.02], [0.07, 0.08, -0.09], [1.09, 0.24, -0.85], [0.09, 0.10, 0.01], [-0.19, -0.08, -0.18], [-0.05, -0.01, -0.13]],
  "mulliken_charge": [-1.058, -0.229, 0.068, -0.592, 0.306, 0.252, 0.345, 0.305, 0.266, 0.273, -0.812, -0.357, -0.450, 0.323, 0.286, 0.231, 0.290, 0.278, 0.276]
}



Entry 3:
{
  "formula": "C5H12O2",
  "method": "ωB97M-V/def2-TZVPD",
  "homo_energy_ha": -0.3681,
  "lumo_energy_ha": 0.0250,
  "homo_lumo_gap_ev": 10.69,
  "largest_force_ha_per_bohr": 0.024,
  "de_lowest_kj_mol": 207.6,
  "species": ["C", "C", "C", "C", "C", "H", "H", "H", "H", "H", "H", "H", "H", "O", "H", "H", "O", "H", "H"],
  "coordinates": [[-0.203794, 0.672868, -0.880434], [-0.545931, -0.349285, -0.111529], [-1.668402, -0.337887, 0.885293], [-1.259205, -0.931162, 2.209917], [-1.585832, -2.154650, 2.585434], [0.663422, 0.614349, -1.519648], [-0.760677, 1.599385, -0.930229], [0.119683, -1.193278, 0.013323], [-2.494995, -0.926402, 0.484230], [-2.076855, 0.660268, 1.054115], [-0.865126, -0.241030, 2.952901], [-1.333175, -2.573002, 3.554690], [-2.107689, -2.812806, 1.896831], [2.348640, 1.573994, 1.918611], [2.925432, 0.907147, 2.303476], [1.590094, 1.078853, 1.579844], [2.570339, 1.269306, -6.286556], [2.944496, 2.061418, -5.885360], [1.739569, 1.081921, -5.824915]],
  "forces_ev_per_a": [[0.14, -0.09, -0.28], [0.33, 0.76, 0.90], [-0.27, -0.26, 0.01], [-0.80, 0.48, 0.38], [0.15, -0.48, -0.07], [0.14, -0.03, -0.08], [-0.18, -0.04, 0.09], [-0.02, -0.30, -0.49], [-0.07, -0.18, 0.00], [0.18, 0.11, -0.19], [0.43, -0.10, -0.18], [-0.03, 0.18, -0.06], [0.04, -0.04, 0.03], [-0.18, -0.13, -0.05], [-0.01, 0.01, -0.01], [0.14, 0.10, -0.01], [-0.19, -0.11, 0.05], [-0.19, -0.11, 0.05], [0.38, 0.22, -0.10]],
  "mulliken_charge": [-0.798, -0.170, -0.575, -0.126, -0.749, 0.276, 0.259, 0.403, 0.349, 0.306, 0.313, 0.276, 0.241, -0.660, 0.315, 0.338, -0.641, 0.321, 0.320]
}



Entry 4:
{
  "formula": "C5H12O2",
  "method": "ωB97M-V/def2-TZVPD",
  "homo_energy_ha": -0.3182,
  "lumo_energy_ha": 0.0181,
  "homo_lumo_gap_ev": 9.15,
  "largest_force_ha_per_bohr": 0.046,
  "de_lowest_kj_mol": 205.3,
  "species": ["C", "C", "C", "C", "C", "H", "H", "H", "H", "H", "H", "H", "H", "O", "H", "H", "O", "H", "H"],
  "coordinates": [[2.203328, 0.166833, 0.562183], [1.284139, -0.788467, 0.734977], [0.147980, -0.990702, -0.165568], [-0.890780, -1.761175, 0.179191], [-2.233593, -1.828462, -0.511400], [3.079319, 0.398423, 1.154189], [1.984195, 0.957720, -0.157297], [1.401844, -1.534385, 1.514627], [0.167043, -0.301789, -1.003814], [-0.814154, -2.229236, 1.165771], [-2.404474, -0.806996, -0.947137], [-2.269315, -2.389298, -1.451054], [-3.121356, -2.137380, 0.030967], [0.081748, 1.841746, -1.920007], [-0.675674, 2.108550, -2.438497], [0.601301, 1.278642, -2.489336], [-0.207168, 2.143336, 1.604939], [-0.695810, 2.633139, 0.947218], [0.436511, 1.536158, 1.238338]],
  "forces_ev_per_a": [[-0.64, 0.85, -0.21], [0.82, -0.61, -0.13], [-0.29, 0.47, 0.57], [-0.35, 0.07, 0.52], [0.27, 1.50, -1.79], [-0.15, -0.54, 0.32], [0.19, -0.30, -0.31], [0.06, 0.05, 0.13], [-0.43, -0.35, -0.20], [0.00, -0.21, -0.37], [-0.21, -0.59, 0.71], [0.46, -0.55, 0.25], [0.33, 0.07, 0.56], [0.04, 0.21, 0.44], [-0.23, 0.08, -0.22], [0.21, -0.16, -0.33], [-0.24, 0.23, 1.23], [0.30, -0.26, -0.57], [-0.12, 0.05, -0.60]],
  "mulliken_charge": [-0.920, -0.132, 0.082, -0.062, -1.045, 0.258, 0.251, 0.236, 0.229, 0.272, 0.245, 0.287, 0.322, -0.601, 0.276, 0.312, -0.674, 0.309, 0.356]
}



Entry 5:
{
  "formula": "C5H12O2",
  "method": "ωB97M-V/def2-TZVPD",
  "homo_energy_ha": -0.3712,
  "lumo_energy_ha": 0.0293,
  "homo_lumo_gap_ev": 10.90,
  "largest_force_ha_per_bohr": 0.008,
  "de_lowest_kj_mol": 77.2,
  "species": ["C", "C", "C", "O", "C", "C", "O", "H", "H", "H", "H", "H", "H", "H", "H", "H", "H", "H", "H"],
  "coordinates": [[2.017318, -0.100195, 1.596526], [0.948353, 0.794463, 0.952962], [0.410058, 0.254144, -0.401764], [0.829534, -1.061916, -0.690033], [-1.122677, 0.274985, -0.436213], [-1.666051, -0.125773, -1.797585], [-1.506856, -0.674011, 0.560856], [1.900911, -1.162857, 1.345610], [3.027308, 0.171403, 1.273874], [1.966489, -0.013826, 2.683692], [0.103239, 0.912257, 1.643272], [1.339226, 1.812701, 0.795977], [0.789406, 0.864814, -1.227427], [0.274772, -1.626865, -0.131298], [-1.482025, 1.276724, -0.156092], [-1.193926, -1.058706, -2.116816], [-2.753236, -0.267282, -1.763909], [-1.451873, 0.643175, -2.546000], [-2.429961, -0.913244, 0.414360]],
  "forces_ev_per_a": [[0.13, -0.04, 0.08], [-0.10, 0.01, -0.02], [-0.04, 0.29, -0.06], [-0.02, -0.25, 0.03], [0.11, 0.18, -0.17], [-0.02, 0.00, -0.07], [-0.32, -0.08, 0.04], [-0.13, 0.40, 0.09], [-0.13, 0.01, 0.04], [0.14, 0.06, -0.05], [0.16, -0.16, -0.11], [-0.05, -0.33, 0.04], [-0.05, -0.02, 0.09], [0.12, -0.06, -0.10], [0.05, -0.11, -0.01], [-0.12, 0.11, 0.01], [0.13, 0.05, 0.00], [-0.02, -0.06, 0.10], [0.16, 0.02, 0.07]],
  "mulliken_charge": [-1.079, -0.649, -0.039, -0.634, 0.052, -1.323, -0.555, 0.275, 0.302, 0.326, 0.328, 0.354, 0.523, 0.397, 0.320, 0.316, 0.398, 0.358, 0.330]
}



Entry 6:
{
  "formula": "C5H12O2",
  "method": "ωB97M-V/def2-TZVPD",
  "homo_energy_ha": -0.4017,
  "lumo_energy_ha": 0.0175,
  "homo_lumo_gap_ev": 11.41,
  "largest_force_ha_per_bohr": 0.010,
  "de_lowest_kj_mol": 47.8,
  "species": ["C", "C", "C", "C", "H", "H", "H", "H", "H", "H", "H", "H", "H", "H", "O", "C", "O", "H", "H"],
  "coordinates": [[1.593255, -0.939408, -0.727124], [1.881877, -0.022359, 0.449364], [0.644451, 0.170978, 1.318709], [3.034942, -0.564075, 1.290101], [2.490402, -1.154434, -1.316291], [1.220484, -1.908484, -0.379261], [0.861596, -0.536186, -1.422076], [2.185558, 0.956794, 0.072596], [0.854237, 0.867656, 2.130040], [0.342968, -0.776798, 1.770521], [-0.220851, 0.531406, 0.764270], [3.965994, -0.581866, 0.723940], [3.196345, 0.052052, 2.174483], [2.815939, -1.575922, 1.631089], [-3.090747, 1.184952, -0.032390], [-2.954010, 0.528419, -1.013078], [-1.784558, -0.070635, -1.314127], [-3.755639, 0.330905, -1.741231], [-1.795947, -0.423022, -2.217763]],
  "forces_ev_per_a": [[0.23, -0.40, -0.27], [-0.04, 0.04, 0.14], [-0.09, -0.08, 0.06], [-0.03, 0.09, -0.04], [0.06, 0.10, 0.11], [-0.05, 0.06, 0.06], [-0.17, 0.17, 0.08], [-0.01, 0.08, -0.12], [-0.04, 0.06, 0.04], [0.06, -0.09, 0.04], [0.08, 0.11, -0.10], [0.04, -0.08, -0.04], [0.01, 0.05, 0.04], [0.00, -0.11, 0.01], [-0.04, 0.00, 0.09], [0.01, -0.08, -0.06], [0.13, 0.03, -0.30], [-0.01, 0.05, -0.05], [-0.13, -0.01, 0.29]],
  "mulliken_charge": [-1.309, 0.935, -1.295, -1.459, 0.393, 0.321, 0.241, 0.160, 0.378, 0.313, 0.247, 0.370, 0.379, 0.342, -0.424, 0.113, -0.367, 0.324, 0.338]
}